[1]
ORCA calculation (the ωB97M-V functional and the def2-TZVPD basis) on a 2-piece molecular cluster, CH3I2PS2 overall.

energy above the lowest of the compared OMol25 structures with the same formula, charge and spin: 3.095 eV
DFT total energy: -48244.4487 eV
HOMO (spin up / spin down): -0.2660 / -0.2661 Ha
HOMO-LUMO gap (spin up / spin down): 4.06 / 4.06 eV
net charge: 0

```
9
CH3I2PS2 the ωB97M-V functional and the def2-TZVPD basis
I -1.564 2.583 0.106
I -3.485 -1.631 0.403
S -0.481 4.553 0.620
S -0.161 -1.649 -0.688
P -1.246 -0.793 0.878
C 1.480 -0.876 -0.355
H 1.355 0.188 -0.210
H 2.133 -1.020 -1.218
H 1.970 -1.355 0.465
```

Here are the Löwdin charges for atoms 1 to 2, given in e: number 1, I, carries 0.180; number 2, I, carries 0.308

---

[2]
ORCA calculation (the ωB97M-V functional and the def2-TZVPD basis) on one molecule with the formula CH2O2 in a non-equilibrium geometry.

structure (SMILES): O=CO
energy above the lowest of the compared OMol25 structures with the same formula, charge and spin: 0.176 eV
DFT total energy: -5164.2386 eV
HOMO: -0.4073 Ha
HOMO-LUMO gap: 11.84 eV
net charge: 0

```
5
CH2O2 the ωB97M-V functional and the def2-TZVPD basis
O 0.549 -0.975 -0.048
O -0.300 1.123 -0.135
C -0.384 -0.019 0.171
H 1.476 -0.597 -0.281
H -1.156 -0.474 0.716
```

Here are the Löwdin charges for atoms 1 to 2, given in e: number 1, O, carries 0.035; number 2, O, carries 0.087

---

[3]
ORCA calculation (the ωB97M-V functional and the def2-TZVPD basis) on C3H9N3S as an isolated structure in a non-equilibrium geometry.

energy above the lowest of the compared OMol25 structures with the same formula, charge and spin: 5.667 eV
DFT total energy: -18557.0124 eV
HOMO: -0.2988 Ha
HOMO-LUMO gap: 8.45 eV
net charge: 0

```
16
C3H9N3S the ωB97M-V functional and the def2-TZVPD basis
S -1.546 -0.260 0.673
N -3.271 0.569 -0.428
N -1.019 -1.755 0.010
N -0.174 0.577 -0.026
C 0.926 -0.319 0.269
C -0.026 1.930 0.521
C 0.483 -1.781 0.102
H 0.617 -2.209 1.029
H 1.252 -0.188 1.289
H 1.778 0.047 -0.262
H 0.464 1.834 1.477
H 0.751 -2.384 -0.756
H -3.073 0.197 -1.277
H -1.322 -1.829 -0.950
H 0.531 2.531 -0.131
H -0.993 2.290 0.550
```

Here are the Löwdin charges for atoms 1 to 2, given in e: number 1, S, carries 1.016; number 2, N, carries -0.166

---

[4]
ORCA calculation (the ωB97M-V functional and the def2-TZVPD basis) on an isolated ion of composition C4H12N3 and charge +2 in a non-equilibrium geometry.

<S²>: 0.76
energy above the lowest of the compared OMol25 structures with the same formula, charge and spin: 1.725 eV
DFT total energy: -8793.4769 eV
2S+1: 2
HOMO (spin up / spin down): -0.6949 / -0.7236 Ha
HOMO-LUMO gap (spin up / spin down): 10.94 / 7.92 eV
net charge: +2

```
19
C4H12N3 the ωB97M-V functional and the def2-TZVPD basis
N -1.024 -1.879 -0.823
N -1.104 1.031 -0.528
N -0.070 2.223 1.898
C 0.451 -1.732 -0.473
C 0.164 0.678 0.046
C 0.982 -0.270 -0.792
C 0.578 1.165 1.259
H 0.592 -1.991 0.580
H 1.943 0.067 -0.371
H -0.823 1.487 -1.413
H 0.951 -2.529 -1.049
H -1.257 -1.922 -1.816
H 1.112 -0.334 -1.879
H -0.033 1.982 2.889
H 1.448 0.707 1.721
H 0.295 3.146 1.662
H -1.293 -2.729 -0.330
H -1.421 -0.962 -0.516
H -1.490 1.862 -0.065
```

Here are the Löwdin charges for atoms 1 to 2, given in e: number 1, N, carries 0.208; number 2, N, carries 0.162

---

[5]
ORCA calculation (the ωB97M-V functional and the def2-TZVPD basis) on a 2-piece molecular cluster, CH5OP overall in a non-equilibrium geometry.

energy above the lowest of the compared OMol25 structures with the same formula, charge and spin: 3.651 eV
DFT total energy: -12450.4877 eV
HOMO (spin up / spin down): -0.3543 / -0.3542 Ha
HOMO-LUMO gap (spin up / spin down): 9.17 / 9.17 eV
net charge: 0

```
8
CH5OP the ωB97M-V functional and the def2-TZVPD basis
P -1.621 -0.275 -0.070
O 1.681 -0.478 0.145
C -0.139 0.593 0.426
H -1.831 -1.142 0.966
H 1.214 -1.306 -0.169
H -0.855 -1.220 -0.854
H 0.462 1.329 -0.058
H -0.096 0.763 1.470
```

Here are the Löwdin charges for atoms 1 to 2, given in e: number 1, P, carries 0.777; number 2, O, carries -0.286

---

[6]
ORCA calculation (the ωB97M-V functional and the def2-TZVPD basis) on a 20-piece molecular cluster, C20H60N20O40 overall in a non-equilibrium geometry.

energy above the lowest of the compared OMol25 structures with the same formula, charge and spin: 2.939 eV
DFT total energy: -133357.2250 eV
HOMO: -0.3914 Ha
HOMO-LUMO gap: 9.47 eV
net charge: 0

```
140
C20H60N20O40 the ωB97M-V functional and the def2-TZVPD basis
O -26.547 -8.574 11.084
O -14.864 -10.281 14.248
O -21.725 -8.032 5.448
O -19.842 -8.924 9.555
O -21.778 -16.098 10.579
O -24.866 -5.987 17.638
O -21.452 -18.098 15.200
O -24.432 -12.160 8.582
O -24.688 -9.192 15.896
O -26.767 -6.536 11.632
O -16.366 -15.615 12.463
O -22.984 -9.525 4.482
O -21.738 -14.199 18.234
O -25.945 -6.304 15.822
O -21.526 -9.088 12.987
O -19.875 -13.640 10.471
O -17.891 -12.882 10.766
O -24.051 -11.310 10.511
O -26.756 -14.134 15.937
O -25.061 -9.787 17.904
O -25.244 -13.086 12.791
O -20.814 -17.966 10.148
O -22.416 -4.334 13.229
O -18.445 -5.042 15.938
O -14.103 -8.903 9.896
O -21.893 -8.399 9.925
O -24.709 -13.959 15.381
O -20.523 -12.379 17.902
O -21.437 -11.957 8.242
O -24.190 -3.577 14.384
O -20.486 -4.511 16.265
O -21.397 -18.263 13.030
O -18.017 -8.467 4.522
O -15.068 -10.793 9.797
O -16.960 -9.985 13.803
O -27.401 -13.229 12.955
O -18.063 -15.606 13.846
O -22.482 -11.016 13.332
O -20.554 -13.917 7.689
O -19.188 -10.225 3.999
N -21.711 -17.181 9.977
N -24.922 -6.238 16.466
N -24.387 -9.776 16.904
N -21.558 -17.607 14.093
N -22.632 -8.811 5.440
N -25.561 -14.003 16.220
N -15.922 -10.696 13.823
N -15.068 -9.605 10.063
N -18.690 -13.633 10.222
N -21.670 -10.305 12.803
N -19.646 -5.210 15.779
N -23.329 -3.510 13.470
N -18.535 -9.554 4.787
N -20.807 -13.590 17.725
N -17.396 -16.095 12.942
N -24.006 -12.243 9.723
N -20.703 -8.198 9.933
N -21.222 -12.872 7.392
N -26.192 -7.601 11.702
N -26.331 -12.579 13.007
C -20.565 -10.952 12.058
C -23.397 -2.396 12.518
C -21.808 -16.113 13.955
C -24.921 -7.671 12.474
C -16.321 -8.993 10.599
C -20.060 -6.387 14.947
C -22.828 -17.482 9.065
C -23.576 -6.401 15.768
C -18.233 -14.707 9.310
C -17.885 -17.368 12.403
C -16.086 -12.138 13.217
C -20.280 -6.931 10.596
C -23.191 -10.634 16.931
C -18.400 -10.041 6.216
C -25.158 -13.894 17.627
C -26.343 -11.177 13.278
C -19.895 -14.302 16.764
C -23.500 -13.523 10.250
C -21.882 -12.749 6.029
C -23.376 -8.968 6.719
H -22.821 -16.001 13.568
H -18.370 -11.114 6.408
H -23.107 -18.535 9.058
H -19.084 -15.257 8.908
H -25.886 -10.607 12.469
H -16.647 -9.855 11.182
H -23.407 -11.235 17.814
H -22.815 -13.338 11.077
H -23.805 -6.519 14.708
H -22.388 -9.916 17.099
H -20.298 -11.872 12.577
H -17.423 -9.706 6.563
H -26.044 -13.622 18.200
H -18.809 -17.720 12.862
H -20.831 -11.060 11.007
H -22.880 -7.140 16.165
H -24.370 -8.457 11.958
H -18.874 -13.964 16.944
H -17.565 -14.285 8.560
H -25.215 -7.790 13.517
H -21.054 -15.812 13.227
H -21.013 -6.114 14.495
H -18.038 -17.165 11.344
H -24.415 -6.717 12.321
H -21.466 -13.644 5.567
H -24.333 -9.410 6.441
H -21.498 -11.882 5.491
H -17.069 -8.746 9.846
H -20.240 -7.265 15.567
H -25.771 -11.094 14.202
H -19.899 -15.362 17.019
H -23.098 -5.445 15.983
H -27.353 -10.803 13.445
H -22.325 -17.213 8.136
H -22.924 -12.643 6.333
H -22.980 -14.010 9.425
H -24.253 -13.291 17.698
H -23.525 -8.052 7.291
H -19.733 -10.249 12.015
H -21.728 -15.524 14.869
H -24.891 -14.922 17.872
H -23.174 -11.249 16.031
H -19.269 -6.586 14.223
H -23.625 -16.788 9.332
H -23.422 -2.830 11.518
H -20.154 -14.057 15.735
H -22.612 -1.663 12.703
H -22.832 -9.695 7.322
H -20.418 -7.076 11.668
H -17.584 -15.393 9.854
H -20.982 -6.176 10.242
H -17.004 -12.660 13.488
H -19.227 -9.635 6.798
H -17.096 -18.112 12.510
H -24.340 -14.173 10.494
H -24.395 -1.968 12.612
H -15.249 -12.747 13.559
H -16.079 -12.019 12.133
H -19.224 -6.778 10.376
H -16.084 -8.116 11.201
```

Here are the Löwdin charges for atoms 1 to 2, given in e: number 1, O, carries 0.060; number 2, O, carries 0.077

---

> What is the energy above the lowest of the compared OMol25 structures with the same formula, charge and spin in the fourth record?

1.725 eV

---

Copy entry 3 word for word.
ORCA calculation (the ωB97M-V functional and the def2-TZVPD basis) on C3H9N3S as an isolated structure in a non-equilibrium geometry.

energy above the lowest of the compared OMol25 structures with the same formula, charge and spin: 5.667 eV
DFT total energy: -18557.0124 eV
HOMO: -0.2988 Ha
HOMO-LUMO gap: 8.45 eV
net charge: 0

```
16
C3H9N3S the ωB97M-V functional and the def2-TZVPD basis
S -1.546 -0.260 0.673
N -3.271 0.569 -0.428
N -1.019 -1.755 0.010
N -0.174 0.577 -0.026
C 0.926 -0.319 0.269
C -0.026 1.930 0.521
C 0.483 -1.781 0.102
H 0.617 -2.209 1.029
H 1.252 -0.188 1.289
H 1.778 0.047 -0.262
H 0.464 1.834 1.477
H 0.751 -2.384 -0.756
H -3.073 0.197 -1.277
H -1.322 -1.829 -0.950
H 0.531 2.531 -0.131
H -0.993 2.290 0.550
```

Here are the Löwdin charges for atoms 1 to 2, given in e: number 1, S, carries 1.016; number 2, N, carries -0.166

---

> What is the energy above the lowest of the compared OMol25 structures with the same formula, charge and spin in the fourth record?

1.725 eV

---

> Among the records above, which one has the highest DFT total energy?

CH2O2